Record 1
The following is a quantum chemistry calculation of a 8-piece molecular cluster, C36H84N4O8 overall in a non-equilibrium geometry, from the OMol25 dataset.

Each atom is followed by the atoms it is bonded to, with distances in Å.
Geometry (Å):
1 C 7.767 3.198 1.932  C2 1.539, H12 1.091, H13 1.093, H14 1.090
2 C 6.720 2.548 1.010  C1 1.539, C3 1.527, N7 1.482, C11 1.526
3 C 6.921 1.039 0.890  C2 1.527, C4 1.525, H15 1.091, H16 1.099
4 C 6.493 0.319 2.164  C3 1.525, C5 1.520, H17 1.097, H18 1.091
5 C 5.051 0.610 2.550  C4 1.520, C6 1.521, H19 1.093, H20 1.097
6 C 4.706 2.088 2.646  C5 1.521, N7 1.504, C9 1.528, C10 1.540
7 N 5.317 2.750 1.442  C2 1.482, C6 1.504, O8 1.428
8 O 5.039 4.151 1.428  N7 1.428, H30 0.970
9 C 3.191 2.268 2.563  C6 1.528, H21 1.096, H22 1.091, H23 1.088
10 C 5.210 2.684 3.974  C6 1.540, H24 1.088, H25 1.089, H26 1.090
11 C 6.940 3.145 -0.378  C2 1.526, H27 1.094, H28 1.092, H29 1.088
12 H 7.646 4.282 1.964  C1 1.091
13 H 8.790 3.032 1.585  C1 1.093
14 H 7.776 2.828 2.957  C1 1.090
15 H 6.544 0.567 -0.018  C3 1.091
16 H 7.983 0.757 0.903  C3 1.099
17 H 7.115 0.660 3.001  C4 1.097
18 H 6.650 -0.760 2.150  C4 1.091
19 H 4.852 0.128 3.511  C5 1.093
20 H 4.397 0.159 1.793  C5 1.097
21 H 2.880 2.029 1.541  C9 1.096
22 H 2.655 1.531 3.163  C9 1.091
23 H 2.835 3.275 2.770  C9 1.088
24 H 4.541 2.422 4.791  C10 1.088
25 H 6.194 2.256 4.161  C10 1.089
26 H 5.280 3.772 3.949  C10 1.090
27 H 6.317 2.720 -1.171  C11 1.094
28 H 7.949 2.850 -0.673  C11 1.092
29 H 6.767 4.219 -0.409  C11 1.088
30 H 5.248 4.456 2.324  O8 0.970
31 C -0.955 -1.258 -4.543  C32 1.538, H42 1.092, H43 1.088, H44 1.092
32 C -1.378 -2.400 -3.604  C31 1.538, C33 1.531, N37 1.455, C41 1.543
33 C -2.891 -2.227 -3.443  C32 1.531, C34 1.507, H45 1.094, H46 1.102
34 C -3.663 -3.408 -2.915  C33 1.507, C35 1.516, H47 1.093, H48 1.103
35 C -3.299 -4.691 -3.636  C34 1.516, C36 1.540, H49 1.099, H50 1.089
36 C -1.778 -4.899 -3.760  C35 1.540, N37 1.465, C39 1.545, C40 1.545
37 N -1.067 -3.694 -4.193  C32 1.455, C36 1.465, O38 1.410
38 O 0.331 -3.876 -4.166  N37 1.410, H60 0.964
39 C -1.243 -5.511 -2.446  C36 1.545, H51 1.092, H52 1.094, H53 1.090
40 C -1.589 -5.934 -4.892  C36 1.545, H54 1.094, H55 1.091, H56 1.089
41 C -0.715 -2.150 -2.234  C32 1.543, H57 1.089, H58 1.090, H59 1.090
42 H -0.936 -0.318 -3.986  C31 1.092
43 H -1.657 -1.169 -5.369  C31 1.088
44 H 0.066 -1.366 -4.913  C31 1.092
45 H -3.216 -1.301 -2.960  C33 1.094
46 H -3.352 -2.031 -4.425  C33 1.102
47 H -4.746 -3.275 -2.866  C34 1.093
48 H -3.449 -3.632 -1.856  C34 1.103
49 H -3.641 -4.676 -4.681  C35 1.099
50 H -3.788 -5.565 -3.208  C35 1.089
51 H -1.555 -6.557 -2.401  C39 1.092
52 H -0.149 -5.543 -2.452  C39 1.094
53 H -1.501 -5.007 -1.514  C39 1.090
54 H -1.846 -5.437 -5.832  C40 1.094
55 H -0.549 -6.236 -5.018  C40 1.091
56 H -2.286 -6.762 -4.771  C40 1.089
57 H 0.368 -2.205 -2.340  C41 1.089
58 H -1.039 -2.852 -1.467  C41 1.090
59 H -0.930 -1.133 -1.905  C41 1.090
60 H 0.547 -4.149 -5.065  O38 0.964
61 C -4.264 3.062 -2.757  C62 1.548, H72 1.086, H73 1.090, H74 1.097
62 C -3.903 3.623 -1.360  C61 1.548, C63 1.557, N67 1.458, C71 1.526
63 C -3.371 2.485 -0.440  C62 1.557, C64 1.538, H75 1.091, H76 1.092
64 C -1.941 2.064 -0.817  C63 1.538, C65 1.522, H77 1.091, H78 1.093
65 C -1.053 3.258 -0.497  C64 1.522, C66 1.540, H79 1.095, H80 1.087
66 C -1.416 4.391 -1.475  C65 1.540, N67 1.459, C69 1.557, C70 1.527
67 N -2.854 4.633 -1.429  C62 1.458, C66 1.459, O68 1.404
68 O -3.272 5.794 -2.099  N67 1.404, H90 0.965
69 C -0.738 5.648 -0.855  C66 1.557, H81 1.094, H82 1.095, H83 1.090
70 C -0.862 4.182 -2.882  C66 1.527, H84 1.092, H85 1.092, H86 1.088
71 C -5.129 4.205 -0.662  C62 1.526, H87 1.091, H88 1.089, H89 1.097
72 H -3.522 2.362 -3.129  C61 1.086
73 H -4.555 3.912 -3.374  C61 1.090
74 H -5.198 2.492 -2.669  C61 1.097
75 H -3.348 2.835 0.592  C63 1.091
76 H -4.017 1.604 -0.472  C63 1.092
77 H -1.834 1.832 -1.878  C64 1.091
78 H -1.662 1.149 -0.289  C64 1.093
79 H 0.002 3.064 -0.718  C65 1.095
80 H -1.085 3.592 0.537  C65 1.087
81 H -1.187 6.557 -1.267  C69 1.094
82 H -0.915 5.840 0.209  C69 1.095
83 H 0.342 5.609 -1.000  C69 1.090
84 H 0.212 3.991 -2.841  C70 1.092
85 H -1.343 3.287 -3.281  C70 1.092
86 H -1.045 5.004 -3.571  C70 1.088
87 H -4.919 4.375 0.395  C71 1.091
88 H -6.079 3.704 -0.843  C71 1.089
89 H -5.353 5.210 -1.040  C71 1.097
90 H -3.479 6.436 -1.410  O68 0.965
91 C -2.783 -5.154 2.419  C92 1.556, H102 1.090, H103 1.090, H104 1.091
92 C -2.249 -3.708 2.626  C91 1.556, C93 1.543, N97 1.465, C101 1.537
93 C -2.057 -3.169 1.192  C92 1.543, C94 1.545, H105 1.096, H106 1.094
94 C -1.748 -1.658 1.275  C93 1.545, C95 1.516, H107 1.092, H108 1.093
95 C -2.839 -0.970 2.071  C94 1.516, C96 1.525, H109 1.093, H110 1.097
96 C -3.111 -1.513 3.470  C95 1.525, N97 1.464, C99 1.560, C100 1.523
97 N -3.237 -2.970 3.418  C92 1.465, C96 1.464, O98 1.396
98 O -3.394 -3.591 4.659  N97 1.396, H120 0.972
99 C -2.048 -0.959 4.468  C96 1.560, H111 1.093, H112 1.088, H113 1.091
100 C -4.470 -0.970 3.892  C96 1.523, H114 1.091, H115 1.091, H116 1.092
101 C -0.844 -3.884 3.223  C92 1.537, H117 1.096, H118 1.095, H119 1.093
102 H -3.823 -5.086 2.101  C91 1.090
103 H -2.648 -5.763 3.312  C91 1.090
104 H -2.223 -5.632 1.614  C91 1.091
105 H -1.164 -3.619 0.743  C93 1.096
106 H -2.822 -3.457 0.466  C93 1.094
107 H -1.566 -1.269 0.271  C94 1.092
108 H -0.751 -1.591 1.717  C94 1.093
109 H -3.664 -0.851 1.365  C95 1.093
110 H -2.418 0.038 2.170  C95 1.097
111 H -1.179 -0.535 3.958  C99 1.093
112 H -2.468 -0.171 5.088  C99 1.088
113 H -1.622 -1.741 5.100  C99 1.091
114 H -4.483 0.117 3.790  C100 1.091
115 H -5.280 -1.375 3.285  C100 1.091
116 H -4.682 -1.277 4.918  C100 1.092
117 H -0.832 -4.064 4.303  C101 1.096
118 H -0.133 -3.065 3.069  C101 1.095
119 H -0.288 -4.707 2.768  C101 1.093
120 H -2.512 -3.800 5.007  O98 0.972
121 O 1.883 -0.899 3.805  H122 0.963, H123 0.968
122 H 2.435 -1.524 3.324  O121 0.963
123 H 1.140 -0.728 3.209  O121 0.968
124 O 3.747 1.916 -1.219  H125 0.964, H126 0.975
125 H 3.607 2.858 -1.366  O124 0.964
126 H 4.305 1.880 -0.420  O124 0.975
127 O 1.714 -0.069 -2.065  H128 0.964, H129 0.973
128 H 2.136 -0.534 -2.796  O127 0.964
129 H 2.393 0.547 -1.739  O127 0.973
130 O 1.096 0.023 0.731  H131 0.963, H132 0.968
131 H 1.976 0.373 0.556  O130 0.963
132 H 0.823 -0.371 -0.110  O130 0.968

Calculated values
Strongest force on any atom ... 0.0464 Eh/bohr
LUMO ... 0.013 Ha
Spin multiplicity ... 1
Structure (SMILES) ... CC1(C)CCCC(C)(C)N1O.CC1(C)CCCC(C)(C)N1O.CC1(C)CCCC(C)(C)N1O.CC1(C)CCCC(C)(C)N1O.O.O.O.O
Relative energy (zero: lowest compared OMol25 entry of this formula, charge and spin) ... 0.855 eV
Gap between HOMO and LUMO ... 0.30462 Ha


Record 2
The following is a quantum chemistry calculation of a 11-piece molecular cluster, C36H84O27S6 overall in a non-equilibrium geometry, from the OMol25 dataset.

Each atom is followed by the atoms it is bonded to, with distances in Å.
Geometry (Å):
1 C -1.895 -2.816 4.807  C2 1.533, C5 1.536, H6 1.095, H7 1.090
2 C -2.380 -1.592 5.592  C1 1.533, C3 1.565, H8 1.089, H9 1.086
3 C -2.736 -2.253 6.964  C2 1.565, O4 1.406, H10 1.090, H11 1.097
4 O -2.351 -3.606 6.930  C3 1.406, C5 1.418
5 C -1.369 -3.738 5.916  C1 1.536, O4 1.418, H12 1.092, H13 1.097
6 H -1.058 -2.586 4.139  C1 1.095
7 H -2.659 -3.309 4.207  C1 1.090
8 H -3.281 -1.150 5.171  C2 1.089
9 H -1.591 -0.854 5.707  C2 1.086
10 H -3.797 -2.197 7.209  C3 1.090
11 H -2.203 -1.672 7.726  C3 1.097
12 H -1.281 -4.799 5.668  C5 1.092
13 H -0.377 -3.446 6.282  C5 1.097
14 C 0.787 0.357 1.673  C15 1.559, C18 1.542, H19 1.090, H20 1.088
15 C 0.848 0.471 0.119  C14 1.559, C16 1.546, H21 1.090, H22 1.089
16 C -0.640 0.243 -0.234  C15 1.546, O17 1.414, H23 1.094, H24 1.095
17 O -1.362 0.874 0.805  C16 1.414, C18 1.404
18 C -0.709 0.538 2.002  C14 1.542, O17 1.404, H25 1.099, H26 1.091
19 H 1.294 1.168 2.196  C14 1.090
20 H 1.148 -0.598 2.048  C14 1.088
21 H 1.440 -0.252 -0.441  C15 1.090
22 H 1.086 1.483 -0.206  C15 1.089
23 H -0.959 -0.799 -0.330  C16 1.094
24 H -0.832 0.718 -1.202  C16 1.095
25 H -1.131 -0.399 2.394  C18 1.099
26 H -0.859 1.350 2.715  C18 1.091
27 C -3.081 3.052 -0.745  C28 1.537, C31 1.536, H32 1.090, H33 1.091
28 C -4.125 4.178 -0.782  C27 1.537, C29 1.507, H34 1.091, H35 1.093
29 C -3.284 5.377 -1.138  C28 1.507, O30 1.420, H36 1.090, H37 1.099
30 O -2.105 5.148 -0.381  C29 1.420, C31 1.421
31 C -1.785 3.765 -0.329  C27 1.536, O30 1.421, H38 1.089, H39 1.097
32 H -2.962 2.529 -1.694  C27 1.090
33 H -3.418 2.305 -0.023  C27 1.091
34 H -4.587 4.346 0.191  C28 1.091
35 H -4.943 3.931 -1.464  C28 1.093
36 H -3.711 6.331 -0.828  C29 1.090
37 H -2.979 5.466 -2.191  C29 1.099
38 H -1.495 3.551 0.699  C31 1.089
39 H -0.992 3.343 -0.959  C31 1.097
40 O 2.240 -3.215 2.330  S41 1.443
41 S 1.069 -3.656 1.611  O40 1.443, O42 1.433, O43 1.614, C46 1.803
42 O -0.168 -2.932 1.570  S41 1.433
43 O 1.507 -3.906 0.078  S41 1.614, C44 1.436
44 C 2.749 -4.594 -0.131  O43 1.436, C45 1.526, H47 1.090, H48 1.090
45 C 2.892 -4.673 -1.649  C44 1.526, H49 1.095, H50 1.089, H51 1.091
46 C 0.644 -5.338 2.103  S41 1.803, H52 1.085, H53 1.085, H54 1.090
47 H 2.761 -5.579 0.336  C44 1.090
48 H 3.599 -4.041 0.268  C44 1.090
49 H 1.908 -4.867 -2.087  C45 1.095
50 H 3.532 -5.443 -2.077  C45 1.089
51 H 3.147 -3.723 -2.122  C45 1.091
52 H 1.561 -5.903 2.227  C46 1.085
53 H -0.039 -5.718 1.351  C46 1.085
54 H 0.152 -5.191 3.065  C46 1.090
55 O 0.112 -2.883 -6.113  S56 1.435
56 S -1.251 -2.549 -5.813  O55 1.435, O57 1.424, O58 1.631, C61 1.815
57 O -2.315 -3.460 -6.073  S56 1.424
58 O -1.351 -2.082 -4.254  S56 1.631, C59 1.420
59 C -0.175 -1.632 -3.598  O58 1.420, C60 1.532, H62 1.094, H63 1.088
60 C 0.159 -2.550 -2.418  C59 1.532, H64 1.090, H65 1.090, H66 1.089
61 C -1.556 -0.928 -6.570  S56 1.815, H67 1.088, H68 1.087, H69 1.087
62 H -0.375 -0.653 -3.150  C59 1.094
63 H 0.672 -1.543 -4.275  C59 1.088
64 H -0.651 -2.446 -1.696  C60 1.090
65 H 1.086 -2.269 -1.918  C60 1.090
66 H 0.232 -3.584 -2.751  C60 1.089
67 H -2.435 -0.524 -6.071  C61 1.088
68 H -1.771 -0.997 -7.633  C61 1.087
69 H -0.663 -0.348 -6.355  C61 1.087
70 O -2.796 0.969 -3.879  S71 1.449
71 S -3.984 0.262 -3.442  O70 1.449, O72 1.436, O73 1.624, C76 1.795
72 O -5.254 0.902 -3.241  S71 1.436
73 O -4.219 -0.934 -4.515  S71 1.624, C74 1.422
74 C -5.397 -1.729 -4.452  O73 1.422, C75 1.531, H77 1.094, H78 1.095
75 C -5.617 -2.375 -5.822  C74 1.531, H79 1.090, H80 1.088, H81 1.089
76 C -3.638 -0.695 -1.963  S71 1.795, H82 1.090, H83 1.088, H84 1.087
77 H -6.334 -1.237 -4.175  C74 1.094
78 H -5.327 -2.485 -3.664  C74 1.095
79 H -6.266 -3.239 -5.674  C75 1.090
80 H -4.679 -2.721 -6.252  C75 1.088
81 H -6.096 -1.684 -6.514  C75 1.089
82 H -3.544 -0.013 -1.118  C76 1.090
83 H -2.702 -1.218 -2.146  C76 1.088
84 H -4.438 -1.408 -1.783  C76 1.087
85 O 1.478 -1.594 6.495  S86 1.431
86 S 1.833 -0.312 5.965  O85 1.431, O87 1.443, O88 1.613, C91 1.803
87 O 0.834 0.630 5.522  S86 1.443
88 O 2.822 0.392 7.028  S86 1.613, C89 1.440
89 C 3.125 1.784 6.821  O88 1.440, C90 1.533, H92 1.089, H93 1.087
90 C 2.124 2.630 7.616  C89 1.533, H94 1.090, H95 1.089, H96 1.094
91 C 3.002 -0.596 4.622  S86 1.803, H97 1.088, H98 1.087, H99 1.089
92 H 3.112 2.030 5.760  C89 1.089
93 H 4.111 1.957 7.245  C89 1.087
94 H 2.354 3.695 7.590  C90 1.090
95 H 1.991 2.222 8.616  C90 1.089
96 H 1.117 2.574 7.193  C90 1.094
97 H 3.172 0.341 4.096  C91 1.088
98 H 2.638 -1.412 4.002  C91 1.087
99 H 3.958 -0.884 5.056  C91 1.089
100 O -5.159 -4.254 -0.937  S101 1.440
101 S -3.946 -3.913 -0.240  O100 1.440, O102 1.432, O103 1.609, C106 1.794
102 O -2.711 -3.594 -0.893  S101 1.432
103 O -4.349 -2.692 0.727  S101 1.609, C104 1.442
104 C -3.300 -1.923 1.350  O103 1.442, C105 1.518, H107 1.088, H108 1.092
105 C -4.003 -0.718 1.949  C104 1.518, H109 1.092, H110 1.090, H111 1.089
106 C -3.603 -5.186 0.976  S101 1.794, H112 1.083, H113 1.092, H114 1.090
107 H -2.510 -1.663 0.648  C104 1.088
108 H -2.833 -2.476 2.168  C104 1.092
109 H -4.624 -1.123 2.750  C105 1.092
110 H -4.626 -0.197 1.223  C105 1.090
111 H -3.336 0.028 2.376  C105 1.089
112 H -4.407 -5.385 1.675  C106 1.083
113 H -2.696 -4.852 1.485  C106 1.092
114 H -3.293 -6.077 0.430  C106 1.090
115 O 4.269 1.444 -3.725  S116 1.445
116 S 3.000 1.514 -4.413  O115 1.445, O117 1.449, O118 1.615, C121 1.814
117 O 2.282 0.327 -4.834  S116 1.449
118 O 2.038 2.447 -3.511  S116 1.615, C119 1.455
119 C 0.632 2.538 -3.871  O118 1.455, C120 1.520, H122 1.089, H123 1.092
120 C 0.171 3.955 -3.569  C119 1.520, H124 1.088, H125 1.092, H126 1.090
121 C 3.227 2.646 -5.813  S116 1.814, H127 1.084, H128 1.091, H129 1.085
122 H 0.106 1.772 -3.303  C119 1.089
123 H 0.562 2.330 -4.941  C119 1.092
124 H 0.202 4.131 -2.496  C120 1.088
125 H -0.851 4.073 -3.936  C120 1.092
126 H 0.752 4.688 -4.129  C120 1.090
127 H 3.287 3.639 -5.384  C121 1.084
128 H 2.328 2.498 -6.414  C121 1.091
129 H 4.055 2.305 -6.426  C121 1.085
130 C 3.959 3.057 -1.093  O131 1.408, H136 1.095, H137 1.083, H138 1.090
131 O 4.343 4.111 -1.945  C130 1.408, C132 1.315
132 C 3.686 5.247 -1.870  O131 1.315, O133 1.200, O134 1.330
133 O 2.951 5.573 -0.979  C132 1.200
134 O 3.928 5.962 -2.965  C132 1.330, C135 1.420
135 C 3.224 7.192 -3.054  O134 1.420, H139 1.090, H140 1.085, H141 1.095
136 H 3.980 3.305 -0.027  C130 1.095
137 H 4.619 2.215 -1.261  C130 1.083
138 H 2.918 2.784 -1.269  C130 1.090
139 H 3.788 7.796 -3.764  C135 1.090
140 H 3.023 7.730 -2.134  C135 1.085
141 H 2.271 7.021 -3.566  C135 1.095
142 C 4.425 -0.083 0.903  O143 1.412, H148 1.089, H149 1.091, H150 1.091
143 O 4.612 0.843 1.952  C142 1.412, C144 1.344
144 C 5.754 1.552 1.935  O143 1.344, O145 1.200, O146 1.327
145 O 6.587 1.516 1.072  C144 1.200
146 O 5.779 2.278 3.046  C144 1.327, C147 1.425
147 C 6.844 3.217 3.173  O146 1.425, H151 1.086, H152 1.088, H153 1.090
148 H 3.405 -0.432 1.057  C142 1.089
149 H 5.101 -0.940 0.892  C142 1.091
150 H 4.466 0.361 -0.092  C142 1.091
151 H 6.857 3.563 4.203  C147 1.086
152 H 6.694 4.038 2.476  C147 1.088
153 H 7.806 2.734 2.999  C147 1.090

Calculated values
Strongest force on any atom ... 0.0384 Eh/bohr
LUMO ... 0.001 Ha
Spin multiplicity ... 1
Structure (SMILES) ... CCOS(C)(=O)=O.CCOS(C)(=O)=O.CCOS(C)(=O)=O.CCOS(C)(=O)=O.CCOS(C)(=O)=O.CCOS(C)(=O)=O.COC(=O)OC.COC(=O)OC.C1CCOC1.C1CCOC1.C1CCOC1
Gap between HOMO and LUMO ... 0.34539 Ha